Formula: C21H19N4O5SV
Source: OMol25
Level of theory: wB97M-V/def2-TZVPD

XYZ file:
```
51
Properties=species:S:1:pos:R:3:forces:R:3:lowdin_charge:R:1
V -0.338 -0.251 -0.291 -0.5 0.4 3.0 1.103
O -1.361 -0.868 3.529 0.0 0.1 -0.1 0.198
C -1.186 -1.027 2.357 0.0 -0.4 0.1 -0.386
N -0.840 -0.018 1.459 -0.5 0.5 0.5 -0.082
C -0.603 1.295 2.028 0.1 0.2 0.1 -0.076
C -1.013 2.246 0.955 -0.1 0.0 0.1 -0.195
C -1.337 3.578 1.129 0.0 0.0 -0.1 0.042
C -1.796 4.295 0.035 0.0 0.0 0.1 0.020
C -1.935 3.657 -1.194 0.0 -0.1 0.0 0.011
C -1.567 2.335 -1.309 0.0 0.3 -0.1 -0.050
N -1.099 1.653 -0.247 -0.1 0.1 0.1 0.021
C -1.315 -2.309 1.626 -0.1 -0.2 0.1 -0.146
C -1.742 -3.481 2.207 0.1 0.2 0.0 0.067
C -1.894 -4.599 1.396 0.0 0.0 -0.1 0.027
C -1.638 -4.474 0.038 0.0 0.0 0.1 0.016
C -1.218 -3.256 -0.469 0.0 -0.1 -0.1 -0.063
N -1.031 -2.192 0.320 0.0 0.2 -0.1 0.048
H 0.460 1.410 2.276 0.0 0.0 0.0 0.162
H -1.170 1.423 2.950 0.0 0.0 0.0 0.152
H -1.250 4.032 2.106 0.0 0.0 0.0 0.142
H -2.064 5.337 0.143 0.0 0.0 0.0 0.137
H -2.317 4.176 -2.061 0.0 0.0 0.0 0.134
H -1.658 1.812 -2.247 0.0 0.0 0.0 0.109
H -1.954 -3.491 3.268 0.0 0.0 0.0 0.147
H -2.226 -5.541 1.811 0.0 0.0 0.0 0.137
H -1.758 -5.310 -0.635 0.0 0.0 0.0 0.132
H -1.050 -3.137 -1.527 0.1 0.0 0.0 0.115
C 3.320 -5.042 -4.365 0.1 0.0 0.0 -0.015
C 2.417 -3.917 -3.979 -0.1 0.1 0.0 -0.216
C 1.732 -3.171 -4.938 0.0 0.0 0.0 0.016
C 0.922 -2.108 -4.581 -0.1 0.1 -0.1 -0.010
C 0.794 -1.794 -3.233 -0.3 0.3 0.0 -0.295
C 1.459 -2.525 -2.248 0.1 -0.1 0.0 -0.070
C 2.258 -3.582 -2.625 -0.1 0.1 0.0 0.013
S -0.149 -0.385 -2.808 1.5 0.5 -1.5 0.746
O -1.222 -0.759 -1.777 -0.9 -0.7 -1.2 -0.338
O -0.657 0.294 -3.939 -0.2 -0.2 -0.1 -0.181
N 0.657 0.531 -1.759 -0.5 -0.9 -0.6 -0.238
C 2.079 0.667 -1.611 0.6 -0.2 0.6 -0.070
C 2.431 -0.106 -0.312 1.3 0.6 -2.0 -0.493
O 3.522 -0.441 -0.006 -0.5 -0.1 0.5 0.222
O 1.289 -0.340 0.372 0.3 -0.4 0.8 -0.098
H 3.300 -5.230 -5.436 0.0 0.0 0.0 0.091
H 3.041 -5.956 -3.839 0.0 0.0 0.0 0.101
H 4.347 -4.810 -4.077 0.0 0.0 0.0 0.105
H 1.839 -3.422 -5.985 0.0 0.0 0.0 0.135
H 0.402 -1.522 -5.328 0.0 0.0 0.0 0.131
H 1.364 -2.293 -1.197 0.0 0.0 0.1 0.100
H 2.776 -4.152 -1.865 0.0 0.0 0.0 0.139
H 2.368 1.707 -1.450 -0.1 0.0 -0.2 0.153
H 2.663 0.268 -2.441 -0.1 0.0 0.0 0.151
```
Forces are in eV/Å.

Results
- M: 490.4 u
- LUMO level: -8.9 eV
- Highest occupied orbital energy: -15.7 eV
- Total energy: -2748.5333 Ha
- HOMO-LUMO gap: 6.807 eV
- Total charge: +2
- Energy above the lowest of the compared OMol25 structures with the same formula, charge and spin: 25.4 kJ/mol



Formula: C7H13I
Source: OMol25
Level of theory: wB97M-V/def2-TZVPD

XYZ file:
```
21
Properties=species:S:1:pos:R:3:forces:R:3:lowdin_charge:R:1
C -0.174 0.453 1.374 -0.9 -0.9 -0.7 -0.431
C -0.433 0.620 0.068 2.0 -2.1 -1.7 -0.554
C -0.730 1.308 2.499 1.8 0.6 -1.8 -0.091
C 0.507 -0.837 1.892 -2.0 1.9 1.6 -0.048
C -0.668 -1.323 -1.914 1.2 -1.4 0.7 -0.108
C 1.050 0.390 -2.207 -0.6 1.5 -0.4 -0.151
C 0.324 -0.495 -1.154 0.6 3.4 1.8 -0.353
I -1.516 2.274 -0.718 0.2 -0.6 0.2 0.844
H 0.203 1.540 2.976 0.4 0.5 1.0 0.068
H -1.048 2.280 2.069 -0.7 -0.8 0.8 0.028
H -1.306 0.742 3.211 -0.8 0.1 0.0 0.081
H -0.376 -1.423 2.204 0.7 -0.6 -0.6 0.099
H 0.970 -0.623 2.858 0.3 0.2 -0.1 0.074
H 1.223 -1.274 1.265 0.5 -0.9 -0.8 0.038
H -1.143 -0.694 -2.615 0.0 0.4 -1.7 0.055
H -0.175 -2.281 -2.261 -0.6 1.3 -0.3 0.113
H -1.502 -1.611 -1.355 -1.1 -0.8 1.5 0.051
H 0.324 1.118 -2.714 0.7 -1.0 0.8 0.044
H 1.894 1.029 -1.895 -0.4 -0.4 0.5 0.075
H 1.458 -0.179 -3.031 0.0 -0.6 -0.2 0.062
H 1.118 -1.017 -0.552 -1.2 0.2 -0.8 0.105
```
Forces are in eV/Å.

Results
- M: 224.1 u
- LUMO level: 0.6 eV
- Highest occupied orbital energy: -8.6 eV
- Total energy: -572.1311 Ha
- HOMO-LUMO gap: 9.218 eV
- Energy above the lowest of the compared OMol25 structures with the same formula, charge and spin: 0.0 kJ/mol



Formula: C2H2FO2Yb
Source: OMol25
Level of theory: wB97M-V/def2-TZVPD

XYZ file:
```
8
Properties=species:S:1:pos:R:3:forces:R:3:lowdin_spin:R:1
F 1.389 -3.065 -1.247 -0.2 1.1 0.9 0.001
C 1.243 -1.943 -1.853 -0.2 -0.3 -3.6 0.002
C 1.013 -1.276 -2.868 0.6 -0.9 2.2 0.002
H 1.254 -1.056 -3.895 -0.3 0.5 0.4 0.000
O 0.173 -0.536 0.013 -1.8 2.5 0.3 0.457
O -0.706 0.268 -0.841 3.3 -1.0 -1.3 0.225
H -0.099 0.213 -1.777 -1.8 -0.3 2.4 0.001
Yb -0.364 1.415 1.190 0.4 -1.7 -1.2 1.312
```
Forces are in eV/Å.

Results
- M: 250.1 u
- <S²>: 2.01
- LUMO level (alpha / beta): -4.2 / -7.9 eV
- Highest occupied orbital energy (alpha / beta): -11.4 / -13.9 eV
- 2S+1: 3
- Total energy: -1485.8506 Ha
- HOMO-LUMO gap (alpha / beta): 7.237 / 5.977 eV
- Total charge: +1
- Energy above the lowest of the compared OMol25 structures with the same formula, charge and spin: 459.1 kJ/mol



Formula: C6H11N
Source: OMol25
Level of theory: wB97M-V/def2-TZVPD

XYZ file:
```
18
Properties=species:S:1:pos:R:3:forces:R:3:lowdin_spin:R:1
C 2.678 -0.670 -1.451 0.3 -0.3 0.3 0.043
N 0.143 1.049 -1.270 -0.2 0.8 0.0 0.016
C 0.492 0.062 -0.334 -1.7 -1.6 1.1 0.100
C 1.511 -0.835 -0.507 1.2 0.3 -0.8 0.161
C -2.522 0.191 2.147 -0.7 0.4 -0.5 0.067
C -1.761 0.242 0.855 -0.9 0.2 -0.2 0.293
C -0.461 -0.194 0.748 1.8 0.9 -0.2 0.178
H 2.651 0.225 -2.077 -0.2 0.0 0.0 0.001
H 2.751 -1.554 -2.095 0.1 0.1 -0.3 0.007
H 3.664 -0.632 -0.935 -0.2 0.1 0.0 0.015
H -0.829 1.331 -1.182 0.4 -0.1 0.0 0.006
H 0.422 0.922 -2.232 0.0 -0.3 0.1 0.011
H 1.564 -1.746 0.074 -0.2 0.2 0.3 0.017
H -2.028 0.725 2.966 0.2 -0.2 0.1 0.011
H -2.812 -0.812 2.503 0.3 -0.1 0.1 0.022
H -3.487 0.706 2.008 0.1 0.0 0.1 0.002
H -2.328 0.484 -0.046 -0.1 0.0 0.1 0.034
H 0.035 -0.466 1.681 -0.1 -0.4 -0.1 0.016
```
Forces are in eV/Å.

Results
- M: 97.2 u
- <S²>: 0.76
- LUMO level (alpha / beta): 4.4 / 4.3 eV
- Highest occupied orbital energy (alpha / beta): 0.7 / -2.3 eV
- 2S+1: 2
- Total energy: -289.8858 Ha
- HOMO-LUMO gap (alpha / beta): 3.718 / 6.606 eV
- Total charge: -1
- Energy above the lowest of the compared OMol25 structures with the same formula, charge and spin: 26.1 kJ/mol



Formula: C8H10NO2
Source: OMol25
Level of theory: wB97M-V/def2-TZVPD

XYZ file:
```
21
Properties=species:S:1:pos:R:3:forces:R:3:lowdin_charge:R:1
C -1.117 -1.282 -2.941 -1.4 0.0 1.0 -0.007
C 0.176 -1.353 -2.594 2.1 0.6 3.6 0.017
C -2.071 -0.779 -2.002 1.0 0.5 0.3 0.043
C 0.543 -0.967 -1.222 2.3 -0.3 -3.8 0.047
C -1.683 -0.366 -0.735 0.4 -1.7 -2.3 0.034
C 1.699 1.478 1.966 3.0 0.4 -0.5 -0.268
C 0.348 1.407 2.573 -2.5 1.6 1.7 -0.133
C 0.123 -0.192 0.954 3.2 4.0 0.3 -0.072
N -0.393 -0.550 -0.396 1.4 0.8 2.7 0.018
O 1.602 0.981 0.650 -1.7 -2.0 0.4 -0.139
O -0.523 0.744 1.640 -1.2 -1.4 -1.0 -0.023
H -1.303 -1.752 -3.877 -1.1 0.3 -0.7 0.125
H 0.942 -1.734 -3.262 -0.1 0.2 0.2 0.130
H -3.101 -0.616 -2.204 -0.7 -0.3 -0.5 0.118
H 1.675 -0.841 -0.982 -2.4 -0.5 0.2 0.192
H -2.360 -0.105 0.014 -0.8 0.7 1.0 0.136
H 1.996 2.562 1.927 -0.1 -1.0 -0.2 0.142
H 2.542 0.933 2.596 -1.8 0.8 -1.1 0.158
H 0.316 0.884 3.509 0.2 -0.7 0.4 0.122
H -0.187 2.401 2.850 1.0 -1.5 -1.0 0.174
H 0.776 -0.855 1.539 -0.8 -0.7 -0.8 0.185
```
Forces are in eV/Å.

Results
- M: 152.2 u
- LUMO level: -4.9 eV
- Highest occupied orbital energy: -13.3 eV
- Total energy: -515.7086 Ha
- HOMO-LUMO gap: 8.410 eV
- Total charge: +1
- Energy above the lowest of the compared OMol25 structures with the same formula, charge and spin: 371.3 kJ/mol



Formula: C4H8N3
Source: OMol25
Level of theory: wB97M-V/def2-TZVPD

XYZ file:
```
15
Properties=species:S:1:pos:R:3:forces:R:3:lowdin_charge:R:1
C -0.646 1.232 -1.121 -1.2 0.5 1.8 -0.052
C 0.309 0.123 -1.288 -1.2 0.8 1.5 -0.144
C -0.532 -0.415 2.043 4.8 -2.9 1.5 -0.149
C 0.645 -0.752 0.991 0.1 2.3 0.3 -0.154
N -1.402 0.325 1.838 -4.5 3.8 -1.0 0.251
N -1.289 1.198 -0.013 -0.1 -0.2 0.6 0.144
N 0.098 -0.831 -0.227 -2.1 -2.4 -3.8 -0.070
H 0.264 -0.192 -2.271 -0.3 -1.6 -1.9 0.117
H 1.272 0.514 -1.241 2.0 0.8 0.3 0.120
H -0.873 2.080 -1.769 0.4 -0.2 -0.4 0.146
H -0.345 -0.866 3.038 -0.6 0.3 -0.4 0.178
H 1.286 0.191 0.997 -0.2 -1.6 0.7 0.177
H 1.008 -1.688 1.302 1.1 -0.8 0.9 0.114
H -1.979 1.922 0.204 0.3 -0.2 -0.2 0.119
H -0.577 -1.631 -0.430 1.5 1.6 0.3 0.202
```
Forces are in eV/Å.

Results
- M: 98.1 u
- LUMO level (alpha / beta): -5.7 / -5.7 eV
- Highest occupied orbital energy (alpha / beta): -14.0 / -14.0 eV
- Total energy: -321.0730 Ha
- HOMO-LUMO gap (alpha / beta): 8.298 / 8.296 eV
- Total charge: +1
- Energy above the lowest of the compared OMol25 structures with the same formula, charge and spin: 573.2 kJ/mol